[1]
ORCA calculation (the ωB97M-V functional and the def2-TZVPD basis) on C16H38GaO12P2 as an isolated structure in a non-equilibrium geometry.

Gap between HOMO and LUMO, eV: 6.71
Net charge: -1
HOMO energy, eV: -4.33
Total energy, Eh: -4142.9290

```
69
C16H38GaO12P2 the ωB97M-V functional and the def2-TZVPD basis
C 2.4318 5.0369 2.1079
C 2.8836 3.4746 2.0220
C 2.3152 2.9034 0.6111
C 0.7216 2.7146 0.7294
Ga 0.2353 0.6900 0.9946
C -1.3827 0.4856 2.3038
C -1.9356 1.8768 2.8708
C -2.7330 2.7633 1.8241
O -3.7096 3.4347 2.2704
O -2.4421 2.8807 0.4551
C -0.0469 -0.3110 -0.7946
C 1.1075 0.1673 -1.7991
C 0.5747 0.3831 -3.3086
O -0.3308 -0.3635 -3.7284
O 1.1763 1.4329 -4.0586
H 1.3863 5.1369 2.5621
H 2.4292 5.4081 1.0227
H 3.2035 5.5658 2.7570
H 2.4855 2.8860 2.9126
H 4.0175 3.4567 1.9180
H 2.7530 1.8441 0.4915
H 2.5925 3.5802 -0.2654
H 0.2619 3.3298 1.5868
H 0.2629 3.0158 -0.2758
H 1.5673 0.0438 1.6616
H -2.2046 -0.2034 1.8894
H -0.9518 -0.0796 3.2139
H -2.6904 1.6161 3.7002
H -1.0933 2.4435 3.4097
H -3.2453 3.2857 0.0495
H 0.1540 -1.4257 -0.5781
H -1.0999 -0.2492 -1.2191
H 1.9569 -0.6044 -1.7560
H 1.5376 1.1686 -1.4712
H 2.0891 1.1628 -4.3064
C -3.8289 -0.2426 -4.3419
O -4.8852 -0.8984 -5.0323
P -4.5577 -2.2616 -5.8055
O -3.9418 -3.3192 -4.9794
O -3.6924 -1.7967 -7.0743
C -2.2732 -1.8095 -6.9638
O -5.9655 -2.6507 -6.4527
C -6.7257 -1.6324 -7.0881
H -3.0800 -0.9517 -3.9832
H -3.3591 0.4818 -5.0104
H -4.2466 0.2898 -3.4870
H -1.9242 -2.6723 -6.3947
H -1.9277 -0.8900 -6.4868
H -1.8491 -1.8624 -7.9673
H -6.0861 -0.9272 -7.6233
H -7.3134 -1.0966 -6.3396
H -7.4065 -2.0984 -7.8014
C 4.8627 -3.6006 3.6107
O 3.5017 -3.5678 4.0016
P 2.8573 -2.1527 4.4014
O 2.9802 -1.0990 3.3771
O 3.5227 -1.8049 5.8228
C 4.6907 -0.9979 5.8393
O 1.3595 -2.5410 4.7923
C 1.1432 -3.6810 5.6113
H 5.1679 -2.6644 3.1377
H 5.4851 -3.7905 4.4888
H 5.0024 -4.4158 2.8999
H 4.6400 -0.2059 5.0901
H 5.5739 -1.6165 5.6630
H 4.7788 -0.5374 6.8240
H 1.9196 -3.7832 6.3730
H 1.1226 -4.5779 4.9884
H 0.1779 -3.5762 6.1076
```

Löwdin population analysis, charges in e, atoms 1 to 8: atom 1 (C): -0.148, atom 2 (C): -0.258, atom 3 (C): -0.329, atom 4 (C): -0.296, atom 5 (Ga): 0.418, atom 6 (C): -0.295, atom 7 (C): -0.201, atom 8 (C): -0.407


[2]
ORCA calculation (the ωB97M-V functional and the def2-TZVPD basis) on a 9-piece molecular cluster, C18H56N10O9 overall in a non-equilibrium geometry.

Gap between HOMO and LUMO, eV: 9.17
Net charge: 0
HOMO energy, eV: -8.95
Total energy, Eh: -1944.1059
ΔE to the lowest compared entry with this formula, charge and spin, kcal per mole: 62.5

```
93
C18H56N10O9 the ωB97M-V functional and the def2-TZVPD basis
C 6.9247 -1.2190 0.2599
O 6.2462 -0.1359 0.9073
C 4.9659 0.1940 0.2255
C 3.8504 0.3628 1.2157
C 2.4361 0.2205 0.7127
N 4.1009 1.7167 1.7147
H 7.7928 -1.7953 0.5797
H 7.1081 -0.6743 -0.6663
H 6.2177 -1.9810 -0.0678
H 5.0187 1.0644 -0.4285
H 4.7308 -0.5387 -0.5465
H 3.9678 -0.3720 2.0122
H 2.3276 1.0539 0.0186
H 1.5877 0.4202 1.3673
H 2.2328 -0.7244 0.2089
H 4.0125 2.4604 1.0372
H 5.0398 1.8091 2.0752
C -0.5504 3.7783 -5.4201
O -0.6617 2.6585 -4.6709
C 0.3933 1.6605 -4.5219
C -0.0298 0.9437 -3.1853
C 1.0224 -0.0989 -2.7478
N -1.2410 0.1661 -3.4570
H -1.3706 4.4190 -5.0964
H -0.4239 3.5640 -6.4813
H 0.3569 4.2634 -5.0601
H 0.5899 1.0176 -5.3799
H 1.3194 2.1810 -4.2784
H -0.2359 1.7530 -2.4849
H 1.9074 0.5250 -2.6222
H 1.2537 -0.8013 -3.5485
H 0.7414 -0.4716 -1.7628
H -1.8523 0.7612 -3.9976
H -0.8668 -0.5216 -4.0950
N -4.9552 0.6016 1.4273
C -5.4128 1.3879 0.4465
N -6.5192 2.0461 0.6401
O -4.8506 1.5121 -0.6220
H -5.2929 0.8194 2.3540
H -4.2361 -0.1005 1.3276
H -6.9313 2.6390 -0.0660
H -6.9464 2.0338 1.5552
N -3.5557 3.9826 -1.3362
C -3.0120 3.9758 -2.4769
N -3.1413 2.8502 -3.0822
O -2.5397 5.0182 -2.8820
H -3.9267 3.1454 -0.9101
H -3.3463 4.8380 -0.8415
H -3.3095 1.9785 -2.6006
H -2.4543 2.6784 -3.8023
N -3.7377 0.0063 5.8743
C -4.2571 -0.4787 4.7768
N -3.3597 -1.2214 4.1647
O -5.3558 -0.1940 4.3264
H -2.7616 -0.0514 6.1273
H -4.3966 0.6041 6.3525
H -2.5055 -1.0838 4.6858
H -3.3937 -1.4724 3.1870
N -2.4289 -0.2475 -0.4810
C -2.0748 -0.9975 0.4852
N -0.8412 -1.4539 0.4255
O -2.8097 -1.1708 1.4721
H -3.3150 0.2353 -0.5235
H -1.7807 -0.1350 -1.2474
H -0.1716 -1.2486 -0.3023
H -0.4838 -1.8650 1.2760
C 2.9593 -4.5158 -2.9711
C 2.3201 -4.4148 -1.5769
O 2.0034 -3.0869 -1.1194
H 2.2255 -4.2594 -3.7352
H 3.3745 -5.4829 -3.2544
H 3.6929 -3.7322 -3.1605
H 2.9040 -4.7002 -0.7018
H 1.4393 -5.0528 -1.5045
H 1.5966 -2.6110 -1.8472
C -1.8784 2.0554 2.6872
C -0.3777 2.2458 2.3140
O -0.1614 3.6477 2.0173
H -2.4958 2.5461 1.9349
H -2.0916 2.4627 3.6755
H -2.1499 1.0058 2.8001
H -0.2003 1.7594 1.3548
H 0.2502 1.8273 3.1006
H -0.4740 4.1786 2.7534
C 2.4438 -5.3644 2.7441
C 2.2291 -3.8485 2.6170
O 2.7037 -3.2375 3.8281
H 3.4485 -5.7579 2.5893
H 1.7925 -5.8646 2.0274
H 2.2872 -5.7524 3.7506
H 1.1589 -3.6443 2.5829
H 2.5311 -3.3733 1.6837
H 3.6594 -3.3209 3.8638
```

Löwdin population analysis, charges in e, atoms 1 to 8: atom 1 (C): -0.110, atom 2 (O): -0.191, atom 3 (C): -0.186, atom 4 (C): -0.424, atom 5 (C): -0.056, atom 6 (N): 0.032, atom 7 (H): 0.087, atom 8 (H): 0.082


[3]
ORCA calculation (the ωB97M-V functional and the def2-TZVPD basis) on a 5-piece molecular cluster, C41H73N5O9 overall in a non-equilibrium geometry.

Gap between HOMO and LUMO, eV: 8.92
Net charge: 0
HOMO energy, eV: -8.47
Total energy, Eh: -2556.6818

```
128
C41H73N5O9 the ωB97M-V functional and the def2-TZVPD basis
C -3.1873 -1.8127 12.1303
C -4.8049 -1.7924 12.0382
C -5.1967 -0.9685 10.7037
C -6.4385 -1.6120 9.8927
C -6.1395 -3.0626 9.2758
C -5.2595 -3.0404 7.9210
C -5.7399 -1.9022 6.8658
C -5.5702 -2.3767 5.3281
C -5.5508 -1.0860 4.3288
C -4.2239 -1.0666 3.4118
C -4.0614 0.2628 2.5207
C -2.6102 0.9863 2.7161
C -2.8291 1.7382 4.1268
C -3.5176 3.1825 4.0045
C -2.5030 4.3869 3.7360
C -1.0286 4.4558 4.1936
C -0.1017 5.6918 3.9126
C -0.6747 6.9327 3.1384
C -2.1828 6.8760 2.6871
C -3.0635 5.6328 2.9621
C -2.2010 1.9801 1.4893
O -3.0654 2.5872 0.8238
O -0.7681 2.0124 1.2636
C -0.2442 1.0755 2.2763
C 1.3183 0.6902 2.2192
O 1.9209 1.5810 1.2110
C 3.0863 2.2541 1.7530
C -1.3322 -0.0259 2.6700
N -1.4710 -1.2764 1.8699
C -1.3511 -1.0495 0.4096
C 0.0038 -0.8806 -0.4114
O -2.4344 -0.9917 -0.2520
C -0.6114 -2.3653 2.3549
C -0.9852 -3.8700 1.8776
O 0.3645 -2.2514 3.1398
H -2.8020 -2.7284 12.6930
H -2.8415 -0.8473 12.6590
H -2.7137 -1.8520 11.0757
H -5.2296 -1.3304 13.0012
H -5.1523 -2.8805 12.0198
H -4.2949 -0.8311 10.0123
H -5.5095 0.0870 11.0582
H -7.2890 -1.7299 10.6697
H -6.8151 -0.8397 9.1354
H -5.5738 -3.6688 10.0830
H -7.1421 -3.6099 9.1289
H -5.4056 -4.0663 7.4181
H -4.1644 -2.9416 8.2261
H -6.8404 -1.6755 7.0773
H -5.0939 -0.9834 7.0754
H -4.6602 -3.0569 5.1761
H -6.4985 -3.0133 5.0889
H -6.4484 -1.0880 3.6088
H -5.5065 -0.1563 4.9982
H -3.3086 -1.2347 4.1032
H -4.2650 -1.9802 2.7171
H -4.1076 -0.0416 1.4208
H -4.9014 1.0206 2.7639
H -1.8257 1.8986 4.6811
H -3.4786 1.1287 4.8651
H -4.0070 3.4010 5.0324
H -4.3964 3.1395 3.2626
H -0.5863 3.5905 4.7868
H 0.9789 5.7668 4.2593
H -0.0254 7.8555 2.9154
H -2.6323 7.7783 2.1489
H -4.1484 5.6378 2.6196
H -0.2665 1.7646 3.2108
H 1.5280 -0.3698 1.8518
H 1.8452 0.8482 3.2189
H 3.7185 2.5770 0.8388
H 3.7266 1.5606 2.3965
H 2.7767 3.2168 2.2860
H -1.2919 -0.3775 3.7595
H 0.9168 -1.3771 0.0601
H 0.1976 0.2595 -0.4861
H -0.0598 -1.2618 -1.4893
H -1.1173 -4.5656 2.7895
H -2.0358 -3.8073 1.3986
H -0.2596 -4.2801 1.1010
C 4.8884 -0.9918 -4.3343
N 3.7541 -1.7542 -3.8547
C 3.3040 -1.8860 -2.5802
C 4.0474 -1.1649 -1.4878
O 2.3172 -2.5783 -2.3487
H 4.5277 -0.2615 -5.0571
H 5.5735 -1.6795 -4.8353
H 5.4120 -0.4787 -3.5300
H 3.2019 -2.2684 -4.5297
H 3.5672 -1.3684 -0.5296
H 5.0796 -1.5181 -1.4384
H 4.0230 -0.0873 -1.6638
C 7.7375 -1.5609 -8.6516
N 6.8794 -0.9706 -7.6467
C 6.6538 0.3478 -7.3982
C 7.3661 1.3600 -8.2528
O 5.8881 0.6774 -6.4990
H 7.1246 -2.1958 -9.2952
H 8.4814 -2.1804 -8.1457
H 8.2415 -0.8099 -9.2569
H 6.3661 -1.5874 -7.0326
H 7.0844 2.3645 -7.9339
H 8.4470 1.2532 -8.1402
H 7.0790 1.2365 -9.2989
C 4.7627 2.5135 -13.8792
N 5.9869 1.9472 -13.3551
C 6.5659 2.1617 -12.1425
C 5.8825 3.1016 -11.1869
O 7.6140 1.5948 -11.8584
H 4.0805 1.6942 -14.1170
H 5.0012 3.0550 -14.7973
H 4.2853 3.1895 -13.1729
H 6.5056 1.3050 -13.9379
H 6.4647 3.1672 -10.2678
H 5.8149 4.1000 -11.6242
H 4.8870 2.7269 -10.9389
C -0.5142 -2.3929 -8.7938
N 0.7127 -2.9560 -8.2731
C 1.2943 -2.7395 -7.0621
C 0.6106 -1.8005 -6.1054
O 2.3454 -3.3047 -6.7814
H -1.1952 -3.2139 -9.0294
H -0.2796 -1.8510 -9.7128
H -0.9912 -1.7178 -8.0864
H 1.2312 -3.5971 -8.8570
H 1.1944 -1.7327 -5.1869
H 0.5399 -0.8028 -6.5440
H -0.3834 -2.1770 -5.8548
```

Löwdin population analysis, charges in e, atoms 1 to 8: atom 1 (C): -0.143, atom 2 (C): -0.251, atom 3 (C): -0.219, atom 4 (C): -0.224, atom 5 (C): -0.215, atom 6 (C): -0.205, atom 7 (C): -0.215, atom 8 (C): -0.201